1.
{"formula": "C38H32Br2ClN2O2PRb", "method": "ωB97M-V/def2-TZVPD", "species": ["Rb", "C", "C", "C", "C", "C", "C", "C", "H", "H", "H", "H", "H", "H", "H", "H", "O", "C", "O", "C", "P", "C", "C", "C", "C", "C", "C", "C", "C", "C", "C", "C", "C", "H", "H", "H", "H", "H", "H", "H", "H", "H", "H", "H", "H", "Br", "C", "C", "C", "N", "C", "C", "C", "C", "C", "Br", "C", "C", "N", "H", "H", "H", "H", "H", "H", "Cl", "C", "C", "C", "C", "C", "C", "C", "H", "H", "H", "H", "H", "H"], "positions_angstrom": [[-0.46, -0.28, 0.58], [3.90, 0.61, -0.25], [3.24, -0.43, 0.61], [2.86, -1.65, 0.07], [2.24, -2.62, 0.85], [2.00, -2.38, 2.20], [2.37, -1.16, 2.75], [2.98, -0.19, 1.96], [3.22, 0.96, -1.03], [4.78, 0.20, -0.75], [4.21, 1.48, 0.34], [3.02, -1.85, -0.98], [1.93, -3.55, 0.40], [1.52, -3.13, 2.81], [2.17, -0.96, 3.80], [3.25, 0.77, 2.39], [-3.77, -2.64, -1.74], [-2.64, -2.13, -1.81], [-2.17, -1.19, -1.11], [-1.68, -2.69, -2.89], [0.06, -2.26, -2.51], [0.26, -0.55, -3.13], [-0.80, 0.33, -3.37], [-0.56, 1.63, -3.79], [0.74, 2.08, -3.98], [1.80, 1.22, -3.74], [1.56, -0.08, -3.31], [0.92, -3.17, -3.86], [1.67, -4.29, -3.54], [2.31, -5.04, -4.52], [2.20, -4.66, -5.85], [1.45, -3.54, -6.19], [0.82, -2.80, -5.21], [-1.99, -2.31, -3.87], [-1.77, -3.77, -2.93], [-1.82, 0.01, -3.19], [-1.39, 2.30, -3.95], [0.93, 3.10, -4.28], [2.82, 1.56, -3.87], [2.40, -0.75, -3.13], [1.76, -4.57, -2.49], [2.90, -5.90, -4.24], [2.70, -5.24, -6.62], [1.37, -3.25, -7.23], [0.25, -1.92, -5.48], [-7.37, -0.65, 3.83], [-5.64, -0.50, 3.07], [-5.38, -1.05, 1.83], [-4.09, -0.93, 1.34], [-3.12, -0.31, 2.00], [-3.39, 0.24, 3.18], [-4.65, 0.16, 3.77], [-2.27, 0.97, 3.86], [-2.52, 1.88, 4.88], [-1.44, 2.52, 5.47], [-1.75, 3.79, 6.84], [-0.16, 2.26, 5.05], [-0.02, 1.36, 4.00], [-1.03, 0.71, 3.43], [-6.14, -1.57, 1.26], [-3.83, -1.34, 0.37], [-4.85, 0.57, 4.74], [-3.53, 2.13, 5.18], [0.70, 2.77, 5.46], [0.96, 1.17, 3.59], [2.05, 4.96, 4.58], [1.26, 4.30, 3.15], [1.98, 3.54, 2.24], [1.36, 3.00, 1.13], [-0.03, 3.21, 0.83], [-0.63, 2.73, -0.31], [-0.73, 3.98, 1.84], [-0.10, 4.51, 2.93], [3.04, 3.37, 2.40], [1.96, 2.44, 0.42], [-0.04, 2.28, -1.10], [-1.68, 2.91, -0.52], [-1.79, 4.17, 1.69], [-0.67, 5.10, 3.65]], "mol_weight_g_mol": 860.4, "total_charge": -1, "homo_energy_ha": -0.099, "relative_energy_kcal_mol": 9.1, "homo_lumo_gap_ev": 4.675}

2.
{"formula": "C38H32Cl15NNaO17Tl", "method": "ωB97M-V/def2-TZVPD", "species": ["Na", "Tl", "C", "C", "C", "O", "C", "C", "C", "O", "O", "O", "H", "H", "C", "C", "C", "O", "C", "C", "C", "O", "O", "O", "H", "H", "C", "C", "C", "O", "C", "C", "C", "O", "O", "O", "H", "H", "C", "C", "C", "O", "C", "C", "C", "O", "O", "O", "H", "H", "C", "Cl", "Cl", "Cl", "H", "C", "Cl", "Cl", "Cl", "H", "C", "Cl", "Cl", "Cl", "H", "C", "Cl", "Cl", "Cl", "H", "C", "Cl", "Cl", "Cl", "H", "C", "C", "C", "C", "C", "C", "N", "O", "C", "C", "C", "H", "H", "H", "H", "H", "H", "H", "H", "H", "H", "H", "H", "H", "H", "H", "H", "H", "H", "H"], "positions_angstrom": [[14.36, 11.58, 12.82], [11.28, 12.41, 13.74], [12.77, 7.68, 11.57], [11.87, 6.69, 11.10], [10.37, 7.01, 11.25], [9.48, 6.22, 10.84], [9.99, 8.28, 11.78], [10.86, 9.15, 12.42], [12.41, 8.91, 12.12], [13.14, 9.84, 12.51], [10.46, 10.03, 13.21], [12.11, 5.57, 10.64], [13.81, 7.35, 11.46], [8.92, 8.45, 11.80], [14.54, 16.81, 10.82], [15.32, 17.05, 9.52], [15.27, 15.82, 8.47], [16.05, 15.85, 7.43], [14.07, 14.99, 8.58], [13.19, 14.97, 9.64], [13.12, 16.15, 10.49], [12.03, 16.77, 10.78], [12.36, 14.09, 9.95], [15.95, 18.08, 9.28], [14.17, 17.71, 11.28], [13.96, 14.13, 7.92], [13.76, 9.28, 16.02], [13.33, 8.35, 17.05], [11.84, 8.33, 17.32], [11.33, 7.31, 17.87], [11.01, 9.43, 16.92], [11.52, 10.51, 16.20], [12.94, 10.33, 15.58], [13.30, 11.23, 14.76], [10.77, 11.52, 15.90], [14.02, 7.49, 17.64], [14.73, 9.12, 15.56], [10.00, 9.46, 17.25], [17.84, 14.63, 11.46], [16.67, 13.80, 11.48], [15.25, 14.55, 11.96], [14.29, 13.90, 12.30], [15.36, 16.05, 11.85], [16.77, 16.74, 12.13], [17.91, 16.03, 11.46], [18.82, 16.69, 11.14], [16.94, 17.68, 12.86], [16.48, 12.60, 11.29], [18.64, 14.12, 10.93], [14.69, 16.31, 12.69], [10.41, 13.18, 8.02], [9.45, 14.75, 8.02], [10.76, 12.77, 6.38], [9.37, 12.02, 8.85], [11.29, 13.36, 8.61], [14.87, 12.43, 17.71], [16.26, 11.79, 16.85], [14.90, 14.12, 17.88], [14.61, 11.60, 19.24], [13.99, 12.10, 17.20], [9.60, 12.65, 18.51], [8.32, 13.78, 18.00], [8.80, 11.22, 19.15], [10.58, 13.31, 19.85], [10.25, 12.37, 17.66], [14.61, 11.56, 8.73], [16.06, 12.13, 7.88], [14.97, 9.98, 9.44], [13.18, 11.48, 7.69], [14.38, 12.25, 9.54], [7.28, 10.13, 14.47], [7.06, 11.30, 15.77], [6.14, 10.52, 13.13], [7.13, 8.47, 15.02], [8.28, 10.27, 14.00], [10.35, 15.98, 15.08], [9.02, 16.08, 14.29], [9.18, 17.15, 13.19], [8.08, 17.08, 12.13], [8.20, 15.68, 11.45], [8.06, 14.50, 12.45], [8.98, 14.72, 13.56], [8.88, 13.70, 14.54], [6.58, 14.29, 12.86], [8.50, 13.26, 11.65], [7.86, 16.27, 15.23], [10.30, 15.34, 15.94], [10.62, 16.99, 15.46], [11.27, 15.67, 14.54], [9.11, 18.16, 13.53], [10.18, 16.98, 12.64], [8.24, 17.89, 11.45], [7.14, 17.12, 12.67], [9.17, 15.66, 10.97], [7.54, 15.49, 10.60], [6.42, 13.63, 13.74], [6.03, 15.27, 13.05], [5.99, 13.79, 12.08], [8.02, 13.35, 10.68], [9.55, 13.31, 11.47], [8.25, 12.30, 12.13], [8.04, 17.16, 15.85], [7.78, 15.42, 15.88], [6.94, 16.47, 14.73], [7.92, 13.57, 14.72]], "mol_weight_g_mol": 1533.8, "total_charge": -4, "homo_energy_ha": 0.063, "homo_lumo_gap_ev": 4.465}

3.
{"formula": "C38H32CuN7OSb", "method": "ωB97M-V/def2-TZVPD", "species": ["Cu", "N", "C", "N", "C", "N", "N", "C", "C", "C", "C", "C", "C", "N", "C", "C", "C", "C", "C", "C", "H", "H", "H", "H", "H", "H", "H", "H", "H", "H", "H", "N", "C", "O", "C", "C", "C", "C", "N", "C", "H", "H", "H", "H", "H", "H", "C", "C", "C", "C", "C", "C", "Sb", "C", "C", "C", "C", "C", "C", "C", "C", "C", "C", "C", "C", "H", "H", "H", "H", "H", "H", "H", "H", "H", "H", "H", "H", "H", "H", "H"], "positions_angstrom": [[-0.13, -0.50, -0.88], [-4.14, 2.65, -0.51], [-3.49, 1.60, -1.03], [-2.65, 0.85, -0.40], [-2.39, 1.12, 0.94], [-1.64, 0.37, 1.67], [-0.97, -0.61, 0.95], [-0.96, -1.75, 1.48], [-0.31, -2.87, 0.75], [0.07, -4.03, 1.41], [0.65, -5.06, 0.69], [0.83, -4.90, -0.68], [0.43, -3.71, -1.26], [-0.14, -2.71, -0.57], [-3.03, 2.29, 1.58], [-2.80, 2.64, 2.91], [-3.47, 3.71, 3.47], [-4.37, 4.45, 2.69], [-4.60, 4.12, 1.37], [-3.93, 3.03, 0.82], [-4.79, 3.17, -1.07], [-3.70, 1.39, -2.08], [-1.45, -1.93, 2.43], [-0.08, -4.11, 2.49], [0.95, -5.98, 1.18], [1.27, -5.68, -1.28], [0.55, -3.54, -2.33], [-2.10, 2.05, 3.49], [-3.30, 3.97, 4.50], [-4.90, 5.29, 3.13], [-5.29, 4.70, 0.76], [4.90, -2.82, -0.12], [5.09, -2.20, -1.32], [6.19, -2.06, -1.83], [3.86, -1.69, -2.02], [3.87, -1.62, -3.41], [2.76, -1.12, -4.07], [1.68, -0.68, -3.32], [1.66, -0.72, -1.97], [2.74, -1.22, -1.35], [5.71, -3.16, 0.37], [3.99, -3.04, 0.23], [4.75, -1.96, -3.95], [2.73, -1.06, -5.15], [0.80, -0.26, -3.80], [2.71, -1.21, -0.26], [4.03, 3.66, -4.01], [2.97, 3.17, -4.77], [1.78, 2.78, -4.16], [1.63, 2.89, -2.77], [2.71, 3.37, -2.02], [3.90, 3.75, -2.63], [-0.10, 2.21, -1.71], [-0.91, 4.09, -1.08], [-0.18, 4.83, -0.14], [-0.68, 6.04, 0.34], [-1.91, 6.52, -0.10], [-2.65, 5.77, -1.01], [-2.16, 4.56, -1.49], [-1.38, 1.89, -3.40], [-1.66, 2.90, -4.34], [-2.47, 2.65, -5.44], [-3.01, 1.37, -5.63], [-2.74, 0.36, -4.72], [-1.93, 0.62, -3.62], [4.95, 3.96, -4.50], [3.06, 3.10, -5.85], [0.97, 2.40, -4.77], [2.63, 3.45, -0.93], [4.73, 4.12, -2.03], [0.78, 4.48, 0.22], [-0.10, 6.61, 1.06], [-2.29, 7.46, 0.26], [-3.61, 6.14, -1.36], [-2.75, 4.00, -2.20], [-1.23, 3.89, -4.21], [-2.67, 3.44, -6.15], [-3.63, 1.18, -6.50], [-3.15, -0.63, -4.88], [-1.75, -0.18, -2.90]], "mol_weight_g_mol": 788.0, "total_charge": 1, "homo_energy_ha": -0.366, "relative_energy_kcal_mol": 8.3, "homo_lumo_gap_ev": 7.122}

4.
{"formula": "C38H32I2N7O2SeY", "method": "ωB97M-V/def2-TZVPD", "species": ["Y", "O", "C", "N", "C", "C", "C", "C", "C", "C", "N", "C", "O", "C", "C", "C", "C", "C", "N", "C", "C", "C", "C", "C", "N", "H", "H", "H", "H", "H", "H", "H", "H", "H", "H", "H", "H", "C", "C", "C", "C", "C", "C", "N", "N", "C", "C", "C", "C", "C", "N", "H", "H", "H", "H", "H", "H", "H", "H", "H", "C", "C", "C", "C", "C", "C", "Se", "C", "C", "C", "H", "H", "H", "H", "H", "H", "H", "H", "H", "H", "H", "I", "I"], "positions_angstrom": [[0.98, -0.21, 1.41], [2.96, -3.35, -0.56], [2.52, -2.66, 0.35], [2.71, -1.36, 0.63], [3.65, -0.54, -0.03], [4.52, -0.94, -1.04], [5.44, -0.05, -1.57], [5.50, 1.26, -1.10], [4.64, 1.68, -0.10], [3.72, 0.79, 0.46], [2.78, 1.12, 1.46], [3.05, 2.06, 2.39], [4.05, 2.75, 2.52], [1.96, 2.19, 3.44], [2.10, 3.15, 4.42], [1.11, 3.29, 5.38], [0.02, 2.44, 5.34], [-0.04, 1.48, 4.34], [0.90, 1.36, 3.39], [1.64, -3.33, 1.41], [1.68, -4.70, 1.53], [1.00, -5.31, 2.57], [0.29, -4.52, 3.46], [0.26, -3.15, 3.25], [0.92, -2.56, 2.24], [4.47, -1.96, -1.40], [6.12, -0.37, -2.34], [6.22, 1.95, -1.51], [4.68, 2.69, 0.27], [2.98, 3.77, 4.39], [1.19, 4.04, 6.15], [-0.78, 2.49, 6.06], [-0.87, 0.79, 4.31], [2.25, -5.26, 0.80], [1.03, -6.39, 2.70], [-0.24, -4.93, 4.30], [-0.34, -2.51, 3.89], [0.69, 5.29, -0.65], [1.26, 4.59, -1.71], [1.30, 3.21, -1.70], [0.77, 2.53, -0.61], [0.20, 3.22, 0.45], [0.17, 4.60, 0.43], [0.73, 1.11, -0.52], [1.19, 0.50, -1.51], [0.89, -0.86, -1.59], [1.33, -1.56, -2.71], [0.89, -2.85, -2.90], [0.02, -3.40, -1.97], [-0.33, -2.66, -0.87], [0.09, -1.41, -0.66], [0.65, 6.37, -0.68], [1.68, 5.13, -2.55], [1.75, 2.65, -2.51], [-0.21, 2.68, 1.29], [-0.27, 5.14, 1.26], [2.00, -1.06, -3.39], [1.23, -3.43, -3.75], [-0.37, -4.41, -2.09], [-0.99, -3.06, -0.11], [-6.83, -0.63, -4.18], [-5.64, -0.46, -3.28], [-5.47, -1.24, -2.15], [-4.40, -1.07, -1.27], [-4.29, -2.05, -0.12], [-3.49, -0.05, -1.52], [-2.06, 0.60, -0.39], [-3.58, 0.70, -2.71], [-2.55, 1.73, -3.09], [-4.65, 0.48, -3.56], [-7.51, -1.38, -3.79], [-6.53, -0.92, -5.19], [-7.38, 0.31, -4.27], [-6.18, -2.03, -1.94], [-4.81, -2.97, -0.38], [-4.72, -1.66, 0.80], [-3.25, -2.31, 0.08], [-1.54, 1.31, -3.09], [-2.54, 2.57, -2.38], [-2.75, 2.13, -4.08], [-4.72, 1.07, -4.47], [-2.19, -0.36, 1.98], [-2.64, -1.34, 4.85]], "mol_weight_g_mol": 1040.4, "total_charge": 0, "homo_energy_ha": -0.277, "relative_energy_kcal_mol": 25.1, "homo_lumo_gap_ev": 5.773}

5.
{"formula": "C38H32N2O6PtS2", "method": "ωB97M-V/def2-TZVPD", "species": ["Pt", "O", "C", "C", "C", "C", "C", "C", "C", "C", "C", "O", "C", "C", "C", "C", "C", "C", "C", "C", "C", "C", "C", "C", "N", "C", "C", "C", "C", "C", "C", "C", "C", "C", "C", "C", "C", "H", "H", "H", "H", "H", "H", "H", "H", "H", "H", "H", "H", "H", "H", "H", "H", "H", "H", "H", "H", "H", "H", "H", "H", "H", "H", "H", "O", "S", "O", "O", "O", "S", "C", "N", "C", "C", "C", "C", "H", "H", "H", "H", "H"], "positions_angstrom": [[0.29, -0.01, -0.26], [-0.67, -0.97, -1.69], [-2.01, -1.38, -1.46], [-2.57, -0.83, -0.11], [-2.55, 0.66, -0.13], [-3.68, 1.45, -0.16], [-3.55, 2.82, -0.24], [-2.29, 3.38, -0.32], [-1.18, 2.55, -0.30], [0.23, 3.03, -0.41], [0.96, 2.51, -1.68], [1.15, 1.11, -1.64], [0.25, 2.88, -2.98], [-0.47, 4.07, -3.11], [-1.04, 4.42, -4.33], [-0.89, 3.60, -5.43], [-0.17, 2.42, -5.31], [0.39, 2.06, -4.09], [2.37, 3.13, -1.64], [2.71, 4.26, -2.36], [3.99, 4.80, -2.27], [4.94, 4.22, -1.44], [4.60, 3.09, -0.71], [3.32, 2.55, -0.81], [-1.33, 1.23, -0.21], [-2.92, -0.80, -2.54], [-2.46, 0.16, -3.43], [-3.33, 0.75, -4.34], [-4.67, 0.39, -4.37], [-5.14, -0.58, -3.49], [-4.27, -1.17, -2.58], [-2.00, -2.91, -1.45], [-1.50, -3.59, -0.33], [-1.39, -4.97, -0.33], [-1.77, -5.70, -1.45], [-2.24, -5.03, -2.57], [-2.35, -3.65, -2.57], [-1.95, -1.17, 0.72], [-3.57, -1.21, 0.06], [-4.65, 0.97, -0.11], [-4.43, 3.45, -0.26], [-2.15, 4.45, -0.39], [0.79, 2.65, 0.45], [0.29, 4.12, -0.36], [-0.58, 4.74, -2.27], [-1.60, 5.35, -4.41], [-1.33, 3.87, -6.38], [-0.05, 1.76, -6.16], [0.94, 1.14, -3.99], [1.99, 4.73, -3.02], [4.24, 5.69, -2.84], [5.93, 4.64, -1.37], [5.33, 2.62, -0.06], [3.07, 1.67, -0.24], [-1.42, 0.44, -3.39], [-2.95, 1.50, -5.01], [-5.34, 0.86, -5.08], [-6.18, -0.87, -3.51], [-4.65, -1.92, -1.91], [-1.18, -3.04, 0.54], [-1.01, -5.47, 0.54], [-1.68, -6.78, -1.45], [-2.51, -5.59, -3.46], [-2.70, -3.14, -3.46], [1.11, -0.32, 3.59], [0.50, 0.12, 2.37], [-0.57, 1.08, 2.43], [0.03, -1.14, 1.53], [1.55, 0.56, 1.32], [2.00, -1.54, -0.89], [3.09, -1.73, 0.44], [2.61, -2.07, 1.65], [3.36, -2.21, 2.75], [4.72, -2.09, 2.67], [5.28, -1.79, 1.42], [4.48, -1.60, 0.32], [1.58, -2.03, 1.72], [2.82, -2.40, 3.67], [5.33, -2.22, 3.55], [6.35, -1.66, 1.33], [4.89, -1.32, -0.64]], "mol_weight_g_mol": 871.9, "total_charge": 0, "homo_energy_ha": -0.322, "relative_energy_kcal_mol": 4.5, "homo_lumo_gap_ev": 7.990}